No. 1
{
  "formula": "C21H31O4Sm",
  "method": "wB97M-V/def2-TZVPD",
  "energy_ev": -48370.5539,
  "homo_lumo_gap_ev": [6.9, 6.9],
  "spin_multiplicity": 6,
  "e_above_lowest_kcal_mol": 87.96,
  "s_squared": 8.7684,
  "species": ["O", "C", "C", "H", "H", "C", "H", "H", "C", "H", "H", "H", "C", "H", "H", "H", "Sm", "C", "C", "C", "H", "C", "C", "H", "H", "H", "H", "C", "C", "C", "H", "C", "C", "H", "H", "H", "H", "O", "C", "C", "H", "H", "C", "H", "H", "C", "H", "H", "H", "H", "C", "O", "C", "O", "H", "H", "H"],
  "coordinates": [[-3.043, 2.049, -5.631], [-3.388, 1.095, -6.775], [-3.707, 2.186, -7.751], [-4.257, 0.470, -6.519], [-2.538, 0.480, -7.106], [-3.309, 3.105, -6.586], [-4.765, 2.269, -7.974], [-3.062, 2.284, -8.618], [-4.503, 3.996, -6.330], [-5.380, 3.413, -6.051], [-4.701, 4.563, -7.252], [-4.307, 4.700, -5.531], [-2.090, 3.911, -6.969], [-1.227, 3.281, -7.209], [-1.810, 4.589, -6.162], [-2.330, 4.522, -7.851], [-0.388, 0.456, -0.660], [2.132, 0.181, 0.140], [1.665, -1.147, -0.085], [1.449, -1.316, -1.488], [1.597, -1.935, 0.661], [1.801, -0.086, -2.131], [2.204, 0.845, -1.124], [2.592, 1.847, -1.299], [2.424, 0.591, 1.108], [1.140, -2.241, -1.974], [1.848, 0.070, -3.206], [-0.458, 1.219, 1.738], [0.007, 2.354, 1.006], [-1.062, 2.816, 0.167], [0.984, 2.823, 1.121], [-2.200, 1.977, 0.404], [-1.817, 0.979, 1.355], [-2.480, 0.255, 1.813], [0.080, 0.662, 2.499], [-1.055, 3.738, -0.420], [-3.212, 2.121, 0.030], [-2.038, -0.264, -2.520], [-1.307, 0.824, -3.262], [-0.851, 0.180, -4.558], [-0.467, 1.317, -2.721], [-2.040, 1.604, -3.452], [-2.081, -0.687, -4.832], [0.025, -0.467, -4.409], [-0.574, 0.904, -5.321], [-2.410, -1.310, -3.500], [-2.013, -1.367, -5.678], [-2.885, 0.025, -5.004], [-1.835, -2.218, -3.303], [-3.464, -1.544, -3.334], [-2.953, -3.121, 1.207], [-2.453, -1.835, 0.798], [-1.139, -1.653, 0.870], [-0.416, -2.473, 1.404], [-2.470, -3.888, 0.599], [-4.025, -3.079, 1.025], [-2.733, -3.240, 2.270]]
}

---

No. 2
{
  "formula": "C2H7N4S",
  "method": "wB97M-V/def2-TZVPD",
  "total_charge": 1,
  "energy_ev": -18970.9232,
  "homo_lumo_gap_ev": 7.4,
  "e_above_lowest_kcal_mol": 111.34,
  "species": ["C", "C", "N", "N", "N", "N", "S", "H", "H", "H", "H", "H", "H", "H"],
  "coordinates": [[1.533, -0.102, 0.106], [-0.665, -0.243, 0.912], [0.081, 1.738, -0.630], [0.438, -0.831, 0.167], [0.114, -1.913, -0.743], [-1.055, 1.156, -0.204], [3.055, 0.198, 0.189], [-1.475, -0.982, 1.191], [-0.356, 0.329, 1.770], [0.312, 2.380, 0.095], [0.315, -1.697, -1.674], [0.698, -2.725, -0.475], [-1.492, 0.823, -1.026], [-1.506, 1.871, 0.322]]
}

---

Copy entry 1 word for word.
{
  "formula": "C21H31O4Sm",
  "method": "wB97M-V/def2-TZVPD",
  "energy_ev": -48370.5539,
  "homo_lumo_gap_ev": [6.9, 6.9],
  "spin_multiplicity": 6,
  "e_above_lowest_kcal_mol": 87.96,
  "s_squared": 8.7684,
  "species": ["O", "C", "C", "H", "H", "C", "H", "H", "C", "H", "H", "H", "C", "H", "H", "H", "Sm", "C", "C", "C", "H", "C", "C", "H", "H", "H", "H", "C", "C", "C", "H", "C", "C", "H", "H", "H", "H", "O", "C", "C", "H", "H", "C", "H", "H", "C", "H", "H", "H", "H", "C", "O", "C", "O", "H", "H", "H"],
  "coordinates": [[-3.043, 2.049, -5.631], [-3.388, 1.095, -6.775], [-3.707, 2.186, -7.751], [-4.257, 0.470, -6.519], [-2.538, 0.480, -7.106], [-3.309, 3.105, -6.586], [-4.765, 2.269, -7.974], [-3.062, 2.284, -8.618], [-4.503, 3.996, -6.330], [-5.380, 3.413, -6.051], [-4.701, 4.563, -7.252], [-4.307, 4.700, -5.531], [-2.090, 3.911, -6.969], [-1.227, 3.281, -7.209], [-1.810, 4.589, -6.162], [-2.330, 4.522, -7.851], [-0.388, 0.456, -0.660], [2.132, 0.181, 0.140], [1.665, -1.147, -0.085], [1.449, -1.316, -1.488], [1.597, -1.935, 0.661], [1.801, -0.086, -2.131], [2.204, 0.845, -1.124], [2.592, 1.847, -1.299], [2.424, 0.591, 1.108], [1.140, -2.241, -1.974], [1.848, 0.070, -3.206], [-0.458, 1.219, 1.738], [0.007, 2.354, 1.006], [-1.062, 2.816, 0.167], [0.984, 2.823, 1.121], [-2.200, 1.977, 0.404], [-1.817, 0.979, 1.355], [-2.480, 0.255, 1.813], [0.080, 0.662, 2.499], [-1.055, 3.738, -0.420], [-3.212, 2.121, 0.030], [-2.038, -0.264, -2.520], [-1.307, 0.824, -3.262], [-0.851, 0.180, -4.558], [-0.467, 1.317, -2.721], [-2.040, 1.604, -3.452], [-2.081, -0.687, -4.832], [0.025, -0.467, -4.409], [-0.574, 0.904, -5.321], [-2.410, -1.310, -3.500], [-2.013, -1.367, -5.678], [-2.885, 0.025, -5.004], [-1.835, -2.218, -3.303], [-3.464, -1.544, -3.334], [-2.953, -3.121, 1.207], [-2.453, -1.835, 0.798], [-1.139, -1.653, 0.870], [-0.416, -2.473, 1.404], [-2.470, -3.888, 0.599], [-4.025, -3.079, 1.025], [-2.733, -3.240, 2.270]]
}